{"formula": "C7H28N14O7", "method": "the ωB97M-V functional and the def2-TZVPD basis", "elements": ["N", "C", "N", "O", "H", "H", "H", "H", "N", "C", "N", "O", "H", "H", "H", "H", "N", "C", "N", "O", "H", "H", "H", "H", "N", "C", "N", "O", "H", "H", "H", "H", "N", "C", "N", "O", "H", "H", "H", "H", "N", "C", "N", "O", "H", "H", "H", "H", "N", "C", "N", "O", "H", "H", "H", "H"], "coordinates": [[1.065, -1.271, -2.441], [0.682, -0.907, -3.691], [0.266, 0.397, -3.818], [0.771, -1.645, -4.672], [1.439, -2.189, -2.305], [1.124, -0.602, -1.690], [0.326, 0.769, -4.744], [-0.151, 0.842, -3.018], [3.202, -0.473, 3.010], [3.744, 0.119, 1.899], [3.087, -0.070, 0.708], [4.804, 0.735, 1.958], [2.344, -0.988, 2.919], [3.485, -0.037, 3.868], [3.694, -0.010, -0.094], [2.356, -0.776, 0.652], [-6.356, -1.564, 2.188], [-5.260, -1.961, 1.465], [-4.061, -1.856, 2.143], [-5.314, -2.404, 0.338], [-6.236, -1.158, 3.095], [-7.239, -1.872, 1.828], [-3.963, -1.629, 3.114], [-3.276, -2.252, 1.655], [3.003, -3.869, 0.259], [2.371, -3.356, 1.348], [2.638, -4.007, 2.527], [1.511, -2.465, 1.306], [3.920, -4.252, 0.403], [2.610, -3.789, -0.659], [2.940, -4.963, 2.425], [1.989, -3.858, 3.278], [-0.876, -0.723, 1.344], [-0.979, 0.274, 0.412], [-2.182, 0.925, 0.419], [0.018, 0.688, -0.195], [-1.649, -0.979, 1.924], [0.021, -1.163, 1.482], [-2.416, 1.508, -0.380], [-2.840, 0.602, 1.103], [3.170, 4.613, 0.452], [2.144, 3.873, -0.090], [2.036, 2.616, 0.446], [1.381, 4.331, -0.923], [3.163, 5.594, 0.245], [3.822, 4.221, 1.102], [1.199, 2.127, 0.114], [2.832, 2.088, 0.753], [-1.390, 2.866, -2.957], [-2.653, 2.705, -2.445], [-3.527, 2.083, -3.291], [-3.010, 3.120, -1.339], [-0.665, 3.147, -2.302], [-1.436, 3.220, -3.897], [-3.178, 1.685, -4.145], [-4.496, 1.936, -3.085]], "lowdin_charge": [0.162, -0.677, 0.148, -0.001, 0.084, 0.061, 0.094, 0.053, 0.165, -0.676, 0.147, 0.010, 0.066, 0.104, 0.116, 0.052, 0.149, -0.677, 0.132, 0.044, 0.089, 0.105, 0.091, 0.087, 0.177, -0.622, 0.160, -0.034, 0.109, 0.105, 0.100, 0.107, 0.169, -0.603, 0.188, -0.030, 0.059, 0.051, 0.063, 0.084, 0.140, -0.673, 0.155, 0.013, 0.094, 0.088, 0.056, 0.048, 0.151, -0.659, 0.162, 0.005, 0.102, 0.105, 0.095, 0.105], "total_energy_ev": -42914.3910, "total_charge": 0, "homo_energy_ev": -8.97, "de_lowest_kcal_mol": 18.8, "smiles": "NC(N)=O.NC(N)=O.NC(N)=O.NC(N)=O.NC(N)=O.NC(N)=O.NC(N)=O", "fmax_ha_per_bohr": 0.038, "orbital_gap_ev": 8.96}

---

{"formula": "C2HClF2S", "method": "the ωB97M-V functional and the def2-TZVPD basis", "elements": ["C", "C", "F", "F", "S", "Cl", "H"], "coordinates": [[1.463, -3.084, 2.576], [-0.408, 0.625, 1.821], [0.764, 0.661, 1.154], [-0.758, 1.881, 2.006], [2.115, -1.726, 2.465], [-1.663, -0.145, 0.810], [-0.361, 0.187, 2.767]], "lowdin_charge": [-0.575, -0.828, -0.029, 0.035, 0.661, 0.654, 0.082], "total_energy_ev": -30880.4452, "total_charge": 0, "homo_energy_ev": -11.34, "de_lowest_kcal_mol": 37.0, "fmax_ha_per_bohr": 0.043, "orbital_gap_ev": 11.17}

---

{"formula": "C90H60O30", "method": "the ωB97M-V functional and the def2-TZVPD basis", "elements": ["C", "C", "C", "O", "C", "C", "C", "O", "H", "H", "H", "H", "C", "C", "C", "O", "C", "C", "C", "O", "H", "H", "H", "H", "C", "C", "C", "O", "C", "C", "C", "O", "H", "H", "H", "H", "C", "C", "C", "O", "C", "C", "C", "O", "H", "H", "H", "H", "C", "C", "C", "O", "C", "C", "C", "O", "H", "H", "H", "H", "C", "C", "C", "O", "C", "C", "C", "O", "H", "H", "H", "H", "C", "C", "C", "O", "C", "C", "C", "O", "H", "H", "H", "H", "C", "C", "C", "O", "C", "C", "C", "O", "H", "H", "H", "H", "C", "C", "C", "O", "C", "C", "C", "O", "H", "H", "H", "H", "C", "C", "C", "O", "C", "C", "C", "O", "H", "H", "H", "H", "C", "C", "C", "O", "C", "C", "C", "O", "H", "H", "H", "H", "C", "C", "C", "O", "C", "C", "C", "O", "H", "H", "H", "H", "C", "C", "C", "O", "C", "C", "C", "O", "H", "H", "H", "H", "C", "C", "C", "O", "C", "C", "C", "O", "H", "H", "H", "H", "C", "C", "C", "O", "C", "C", "C", "O", "H", "H", "H", "H"], "coordinates": [[-1.505, 3.861, -2.058], [-2.289, 2.919, -2.463], [-3.648, 3.257, -2.816], [-4.413, 2.463, -3.267], [-4.184, 4.612, -2.576], [-3.359, 5.561, -2.084], [-1.976, 5.312, -1.944], [-1.196, 6.217, -1.644], [-0.467, 3.690, -1.753], [-1.984, 1.881, -2.509], [-5.194, 4.866, -2.808], [-3.628, 6.584, -1.864], [3.566, -4.681, 0.345], [2.865, -5.069, 1.412], [3.461, -5.777, 2.616], [2.810, -6.183, 3.520], [4.894, -5.964, 2.566], [5.627, -5.604, 1.494], [5.000, -4.870, 0.368], [5.676, -4.379, -0.505], [3.086, -4.255, -0.525], [1.759, -4.967, 1.331], [5.308, -6.254, 3.554], [6.699, -5.715, 1.359], [7.480, -1.153, 3.561], [7.415, 0.048, 2.947], [6.220, 0.376, 2.080], [6.093, 1.480, 1.580], [5.419, -0.778, 1.678], [5.526, -1.937, 2.272], [6.490, -2.232, 3.384], [6.467, -3.239, 4.084], [8.311, -1.492, 4.195], [8.266, 0.672, 3.123], [4.642, -0.558, 0.967], [4.788, -2.730, 1.999], [-6.215, 3.818, 2.098], [-5.257, 4.218, 1.299], [-3.839, 3.798, 1.612], [-2.925, 3.898, 0.779], [-3.515, 3.159, 2.915], [-4.492, 2.809, 3.702], [-5.903, 3.132, 3.360], [-6.757, 2.855, 4.135], [-7.305, 3.828, 1.800], [-5.566, 4.680, 0.333], [-2.452, 3.076, 3.142], [-4.369, 2.236, 4.628], [-6.466, 1.185, -0.838], [-5.518, 0.260, -0.611], [-5.392, -0.428, 0.673], [-4.412, -1.136, 0.804], [-6.428, -0.245, 1.664], [-7.396, 0.641, 1.414], [-7.521, 1.454, 0.201], [-8.413, 2.213, -0.094], [-6.560, 1.736, -1.755], [-4.809, -0.025, -1.312], [-6.419, -0.950, 2.468], [-8.261, 0.813, 2.018], [3.041, 2.548, 0.224], [3.927, 3.501, -0.177], [3.575, 4.906, -0.308], [4.346, 5.828, -0.425], [2.076, 5.177, -0.168], [1.222, 4.191, 0.150], [1.594, 2.796, 0.302], [0.793, 1.848, 0.384], [3.330, 1.520, 0.402], [4.955, 3.233, -0.201], [1.649, 6.202, -0.242], [0.178, 4.527, 0.349], [-6.271, 0.291, -4.943], [-4.976, 0.067, -5.191], [-4.190, 0.787, -6.199], [-2.942, 0.817, -6.197], [-4.995, 1.541, -7.150], [-6.282, 1.891, -6.938], [-7.079, 1.188, -5.874], [-8.266, 1.236, -5.774], [-6.811, -0.270, -4.217], [-4.501, -0.709, -4.643], [-4.485, 1.904, -8.034], [-6.855, 2.508, -7.617], [1.473, -4.446, 6.182], [0.622, -4.038, 5.251], [1.010, -3.093, 4.210], [0.238, -2.624, 3.401], [2.458, -2.803, 4.053], [3.361, -3.263, 4.945], [2.901, -4.053, 6.090], [3.607, -4.373, 6.984], [1.200, -5.001, 7.049], [-0.423, -4.304, 5.360], [2.748, -2.089, 3.303], [4.405, -3.052, 4.904], [3.971, 2.518, 4.444], [3.099, 3.477, 4.043], [1.666, 3.224, 3.802], [0.848, 4.084, 3.718], [1.336, 1.818, 3.641], [2.082, 0.833, 4.140], [3.533, 1.080, 4.506], [4.393, 0.202, 4.628], [4.958, 2.722, 4.793], [3.444, 4.489, 4.007], [0.321, 1.601, 3.342], [1.763, -0.209, 4.268], [0.274, 3.074, -6.066], [0.372, 4.280, -6.622], [1.127, 5.346, -5.953], [1.290, 6.446, -6.472], [1.731, 5.082, -4.617], [1.527, 3.920, -4.011], [0.667, 2.989, -4.655], [0.328, 1.974, -4.088], [-0.116, 2.268, -6.650], [0.049, 4.550, -7.620], [2.328, 5.830, -4.153], [2.000, 3.704, -3.052], [1.520, -3.128, -5.514], [1.861, -1.984, -6.139], [0.933, -0.878, -6.252], [1.293, 0.240, -6.615], [-0.403, -1.066, -5.578], [-0.705, -2.199, -4.985], [0.129, -3.380, -5.056], [-0.301, -4.481, -4.876], [2.285, -3.827, -5.434], [2.816, -1.907, -6.616], [-1.182, -0.320, -5.576], [-1.653, -2.284, -4.498], [-2.954, -0.352, 4.440], [-1.799, -0.162, 5.096], [-1.297, -1.156, 6.068], [-0.175, -1.083, 6.464], [-2.177, -2.267, 6.378], [-3.283, -2.471, 5.665], [-3.782, -1.557, 4.681], [-4.874, -1.721, 4.182], [-3.307, 0.443, 3.805], [-1.300, 0.796, 5.021], [-1.812, -2.909, 7.155], [-3.924, -3.314, 5.651], [5.871, -1.606, -4.628], [5.582, -1.586, -3.335], [4.678, -0.604, -2.780], [4.474, -0.613, -1.600], [4.000, 0.352, -3.755], [4.261, 0.427, -5.064], [5.068, -0.724, -5.573], [5.084, -0.950, -6.734], [6.462, -2.406, -5.048], [5.974, -2.267, -2.593], [3.296, 1.044, -3.299], [3.778, 1.082, -5.788], [-1.148, -0.412, 0.196], [-0.101, -0.571, 1.024], [1.177, -1.021, 0.477], [2.067, -1.181, 1.287], [1.261, -1.386, -0.965], [0.304, -1.007, -1.781], [-0.950, -0.525, -1.250], [-1.801, -0.170, -2.039], [-2.031, 0.001, 0.611], [-0.074, -0.223, 2.054], [2.120, -1.766, -1.452], [0.294, -1.057, -2.854], [-0.707, -5.387, 2.159], [-1.607, -5.696, 3.051], [-2.869, -4.928, 3.096], [-3.643, -5.278, 4.013], [-3.128, -3.779, 2.272], [-2.203, -3.429, 1.408], [-0.982, -4.186, 1.258], [-0.126, -3.673, 0.519], [0.306, -5.760, 2.094], [-1.527, -6.403, 3.876], [-4.126, -3.360, 2.346], [-2.398, -2.659, 0.663]], "lowdin_charge": [0.023, 0.010, -0.391, 0.111, 0.052, -0.001, -0.378, 0.085, 0.102, 0.100, 0.117, 0.129, 0.013, 0.046, -0.415, 0.130, 0.021, 0.040, -0.432, 0.101, 0.125, 0.088, 0.144, 0.127, 0.013, 0.046, -0.370, 0.097, 0.000, 0.023, -0.360, 0.081, 0.128, 0.111, 0.094, 0.119, -0.007, 0.030, -0.315, 0.084, 0.010, 0.006, -0.418, 0.135, 0.146, 0.134, 0.127, 0.126, 0.047, 0.036, -0.381, 0.098, 0.046, 0.028, -0.404, 0.112, 0.105, 0.094, 0.107, 0.124, 0.047, 0.035, -0.385, 0.122, 0.048, -0.026, -0.358, 0.096, 0.108, 0.105, 0.137, 0.129, 0.036, 0.000, -0.359, 0.070, 0.015, 0.047, -0.380, 0.124, 0.109, 0.111, 0.120, 0.118, 0.047, 0.002, -0.377, 0.097, 0.026, 0.052, -0.405, 0.147, 0.122, 0.110, 0.082, 0.091, 0.044, 0.035, -0.433, 0.132, -0.007, 0.060, -0.311, 0.090, 0.114, 0.115, 0.100, 0.107, 0.037, 0.026, -0.366, 0.096, 0.049, 0.002, -0.416, 0.094, 0.108, 0.125, 0.118, 0.121, 0.057, 0.021, -0.333, 0.086, 0.035, -0.018, -0.406, 0.134, 0.100, 0.101, 0.089, 0.122, 0.041, 0.038, -0.420, 0.129, 0.038, 0.026, -0.394, 0.111, 0.086, 0.113, 0.126, 0.113, 0.053, 0.002, -0.389, 0.101, 0.042, 0.030, -0.410, 0.113, 0.121, 0.120, 0.107, 0.124, 0.015, -0.009, -0.379, 0.082, 0.041, 0.026, -0.377, 0.079, 0.103, 0.109, 0.097, 0.105, 0.035, 0.005, -0.357, 0.064, 0.016, 0.017, -0.319, 0.080, 0.094, 0.135, 0.118, 0.110], "total_energy_ev": -155707.8807, "total_charge": 0, "homo_energy_ev": -10.00, "de_lowest_kcal_mol": 0.0, "fmax_ha_per_bohr": 0.077, "orbital_gap_ev": 8.04}